Entry 1:
The following is a DFT calculation (ωB97M-V/def2-TZVPD) of 4 unconnected molecules or ions with the total composition C2H13NO3.

```
19
Properties=species:S:1:pos:R:3:mulliken_charge:R:1
C 2.2260 -1.3895 -0.1679 -0.92
C 1.9697 0.1311 -0.2781 -0.42
N 1.1602 0.4806 -1.3738 -0.47
H 2.6648 -1.7756 -1.1177 0.27
H 2.8955 -1.5345 0.7344 0.31
H 1.2195 -1.8787 -0.0548 0.25
H 1.5467 0.4196 0.6813 0.32
H 2.9648 0.5758 -0.3844 0.31
H 0.6724 1.2854 -1.2482 0.23
H 1.5842 0.5195 -2.2834 0.16
O -1.2646 2.6041 1.5937 -0.67
H -1.9237 3.3440 1.3465 0.31
H -1.8030 1.7509 1.5752 0.37
O -0.7721 -1.8550 -1.0097 -0.67
H -0.6482 -0.9216 -1.1878 0.28
H -1.6758 -1.9448 -1.4318 0.33
O -2.5230 -0.0842 1.0411 -0.71
H -2.5511 -0.3572 1.9847 0.34
H -1.7641 -0.6159 0.6778 0.37
```

Calculated values
HOMO: -9.20 eV
Spin multiplicity: 1
SMILES: CCN.O.O.O
Total charge: 0
Frontier orbital gap: 0.362 hartree

---

Entry 2:
The following is a DFT calculation (ωB97M-V/def2-TZVPD) of a molecular structure, BrClMnO4.

```
7
Properties=species:S:1:pos:R:3:mulliken_charge:R:1
Mn 2.0381 31.5375 2.7390 0.40
Br 1.5060 33.2860 0.6268 -0.56
Cl -0.4111 28.5082 4.0885 1.42
O 0.3520 29.6198 3.5227 -0.43
O 0.2778 27.3134 4.5698 -0.60
O -1.0701 28.7516 5.3818 -0.66
O -1.4680 28.3228 3.2100 -0.57
```

Calculated values
HOMO (alpha / beta): -4.53 / -5.69 eV
Spin multiplicity: 7
Total charge: -1
Frontier orbital gap (alpha / beta): 0.270 / 0.273 hartree

---

Relative energy (zero: lowest compared OMol25 entry of this formula, charge and spin) readings, ordered: 1.1079 0.8599 eV
E_tot readings, ordered: -364.44683 -4485.93435 Ha